C6H11NO | the ωB97M-V functional and the def2-TZVPD basis

## Properties
Orbital gap = 9.569 eV
Maximum force = 4.558 eV/Å
LUMO level = 0.0225 Eh
Relative energy (zero: lowest compared OMol25 entry of this formula, charge and spin) = 106.14 kcal per mole
2S+1 = 1

CARTESIAN COORDINATES (ANGSTROEM)
C1 0.1019 0.4671 -0.6337
C2 1.4816 1.0399 -0.9468
C3 -0.7285 -0.7207 1.7170
C4 0.0734 -0.8477 -0.0463
N1 -0.8439 0.6874 -1.7216
C5 -0.4788 1.1580 0.7435
C6 0.4731 -2.0811 -0.2622
O1 -1.5702 1.7292 0.7148
H1 -1.5146 -0.0717 -1.7826
H2 -1.4016 1.5105 -1.4816
H3 0.3838 1.4380 1.3611
H4 1.8754 0.6174 -1.8747
H5 1.4080 2.1239 -1.0692
H6 2.1938 0.8308 -0.1431
H7 -0.1090 -1.4757 2.2056
H8 -1.6892 -1.1315 1.4105
H9 -0.9090 -0.0669 2.5711
H10 1.0153 -2.3120 -1.1760
H11 0.2384 -2.8950 0.4145

Löwdin atomic charge list, values in e, 8 entries: atom 1 (C): -0.54, atom 2 (C): -0.03, atom 3 (C): -0.02, atom 4 (C): -0.14, atom 5 (N): 0.09, atom 6 (C): -0.30, atom 7 (C): 0.06, atom 8 (O): 0.01

---

C6H11NO | the ωB97M-V functional and the def2-TZVPD basis

## Properties
Orbital gap = 9.996 eV
Maximum force = 1.842 eV/Å
LUMO level = 0.0316 Eh
Relative energy (zero: lowest compared OMol25 entry of this formula, charge and spin) = 47.13 kcal per mole
2S+1 = 1

CARTESIAN COORDINATES (ANGSTROEM)
C1 -0.0162 -1.6253 1.8040
C2 -0.3516 -1.0151 0.6663
C3 -1.6186 -1.4986 -0.0209
C4 0.7002 -0.2657 -0.1279
C5 0.3447 1.2356 -0.3535
N1 -0.3149 1.3567 -1.6721
C6 1.6443 1.9850 -0.1932
O1 1.7427 2.7982 0.6825
H1 -0.6020 -2.2875 2.4297
H2 0.9502 -1.4824 2.2874
H3 -2.4944 -0.8525 0.1043
H4 -1.8541 -2.4692 0.3974
H5 -1.4458 -1.5768 -1.0951
H6 1.5776 -0.3392 0.5244
H7 0.8817 -0.7856 -1.0628
H8 -0.3643 1.6019 0.3833
H9 -1.3211 1.4507 -1.6008
H10 0.0826 2.0765 -2.2717
H11 2.4589 1.6932 -0.8813

Löwdin atomic charge list, values in e, 8 entries: atom 1 (C): 0.03, atom 2 (C): -0.35, atom 3 (C): -0.07, atom 4 (C): -0.13, atom 5 (C): -0.34, atom 6 (N): 0.04, atom 7 (C): -0.24, atom 8 (O): 0.07